[1]
The following is a DFT calculation (ωB97M-V/def2-TZVPD) of a molecular structure, C43H36F7O3Pd.

Each line ends with the Löwdin spin population.
Positions of all 90 atoms, in Å:
Pd (-0.4224, -6.2822, -5.6910)  1.00
O (0.2872, -1.7083, -1.2235)  0.02
C (1.2176, -2.1637, -2.0984)  0.01
O (1.0099, -3.2749, -2.6649)  0.49
O (2.1935, -1.4555, -2.4029)  0.48
H (0.5843, -0.8058, -1.0867)  0.00
F (7.3316, -2.5385, 0.1407)  0.00
C (7.2742, -2.6325, 1.4894)  0.00
C (7.6782, -1.5299, 2.2378)  0.00
C (7.6543, -1.6091, 3.6335)  0.00
C (7.3352, -2.7781, 4.2416)  0.00
C (7.0869, -3.9244, 3.5003)  0.00
C (7.0017, -3.8231, 2.1304)  0.00
H (8.0643, -0.7137, 1.6453)  0.00
H (7.9594, -0.7558, 4.2210)  0.00
H (7.2170, -2.8340, 5.3137)  0.00
H (6.9304, -4.8692, 3.9995)  0.00
H (6.8903, -4.7552, 1.5963)  0.00
F (6.1521, 3.7106, -1.6925)  0.00
C (5.9153, 4.4929, -0.5761)  0.00
C (6.6243, 5.6247, -0.4031)  0.00
C (6.4246, 6.2357, 0.7887)  0.00
C (5.5127, 5.7975, 1.7317)  0.00
C (4.8672, 4.5770, 1.5652)  0.00
C (5.0561, 3.9206, 0.3810)  0.00
H (7.2903, 5.9778, -1.1765)  0.00
H (6.8490, 7.2017, 1.0190)  0.00
H (5.2917, 6.3501, 2.6329)  0.00
H (4.0250, 4.2140, 2.1357)  0.00
H (4.5667, 2.9636, 0.2764)  0.00
F (-4.0944, -2.0294, -5.6830)  0.00
C (-4.9653, -0.9591, -5.8546)  0.00
C (-5.5767, -0.3939, -4.7220)  0.00
C (-6.6548, 0.4754, -4.8384)  0.00
C (-7.0669, 0.9125, -6.1225)  0.00
C (-6.4012, 0.4308, -7.2211)  0.00
C (-5.3854, -0.4984, -7.1254)  0.00
H (-5.3157, -0.8753, -3.7911)  0.00
H (-7.2550, 0.7255, -3.9761)  0.00
H (-7.9428, 1.5383, -6.2106)  0.00
H (-6.7098, 0.7177, -8.2155)  0.00
H (-4.8826, -0.8923, -7.9962)  0.00
F (2.2164, 3.1153, -5.9672)  0.00
C (1.4108, 4.1391, -5.9042)  0.00
C (1.8975, 5.3908, -6.0939)  0.00
C (1.0621, 6.4495, -6.0696)  0.00
C (-0.3090, 6.2381, -5.9197)  0.00
C (-0.8360, 4.8920, -5.7454)  0.00
C (0.0570, 3.8766, -5.7472)  0.00
H (2.9512, 5.5340, -6.2824)  0.00
H (1.4697, 7.4466, -6.1477)  0.00
H (-0.9755, 7.0879, -5.9266)  0.00
H (-1.9112, 4.7949, -5.7139)  0.00
H (-0.2385, 2.8392, -5.6929)  0.00
F (-3.4393, -7.1480, -1.5575)  0.00
C (-4.6140, -6.6762, -0.9846)  0.00
C (-4.6029, -5.9928, 0.2312)  0.00
C (-5.7881, -5.5804, 0.9061)  0.00
C (-7.0020, -5.8592, 0.2699)  0.00
C (-7.0093, -6.5817, -0.9136)  0.00
C (-5.8777, -7.0433, -1.4812)  0.00
H (-3.5977, -5.7713, 0.5582)  0.00
H (-5.7671, -4.9006, 1.7451)  0.00
H (-7.8858, -5.5112, 0.7840)  0.00
H (-7.9504, -6.7832, -1.4036)  0.00
H (-6.0318, -7.7068, -2.3193)  0.00
F (-1.5471, 2.9683, 1.6698)  0.00
C (-2.1906, 2.9529, 2.8700)  0.00
C (-2.9610, 1.8450, 3.4180)  0.00
C (-3.6565, 2.0165, 4.5763)  0.00
C (-3.5654, 3.2377, 5.2840)  0.00
C (-2.9108, 4.3500, 4.7237)  0.00
C (-2.1344, 4.1338, 3.5512)  0.00
H (-3.0106, 0.9301, 2.8462)  0.00
H (-4.2635, 1.2032, 4.9458)  0.00
H (-4.0242, 3.3135, 6.2587)  0.00
H (-2.8434, 5.2238, 5.3549)  0.00
H (-1.5994, 4.9791, 3.1442)  0.00
F (0.2982, -1.2060, 8.0625)  0.00
C (0.6506, -2.0922, 7.0815)  0.00
C (1.1127, -1.6478, 5.8827)  0.00
C (1.2212, -2.5477, 4.8099)  0.00
C (0.7693, -3.8450, 5.0245)  0.00
C (0.3054, -4.2930, 6.2816)  0.00
C (0.2723, -3.3779, 7.3244)  0.00
H (1.2706, -0.5903, 5.7305)  0.00
H (1.5503, -2.2065, 3.8395)  0.00
H (0.7945, -4.4856, 4.1553)  0.00
H (-0.1246, -5.2771, 6.3954)  0.00
H (-0.2598, -3.5983, 8.2380)  0.00

Properties
LUMO energy (alpha / beta): -7.126 / -8.532 eV
HOMO (alpha / beta): -10.21 / -10.21 eV
E: -2712.27672 hartree
multiplicity: 3
frontier orbital gap (alpha / beta): 0.113 / 0.062 Ha
net charge: +1



[2]
The following is a DFT calculation (ωB97M-V/def2-TZVPD) of a molecular structure, C43H37GeN5O4Os.

Each line ends with the Löwdin charge.
Positions of all 91 atoms, in Å:
Os (0.0526, -2.2965, -2.0531)  1.37
C (-2.6419, -4.8489, -4.2668)  0.01
C (-1.4707, -4.1623, -3.6610)  -0.22
N (-1.5308, -3.3964, -2.6298)  -0.12
N (-2.7570, -2.9050, -2.1751)  0.10
C (-2.6551, -1.5984, -2.2227)  -0.46
O (-1.5733, -0.9803, -2.6097)  -0.18
C (-3.7705, -0.7814, -1.6902)  -0.16
C (-4.8595, -1.3869, -1.0621)  -0.03
C (-5.8586, -0.6052, -0.5066)  -0.06
C (-5.7824, 0.7814, -0.5801)  -0.06
C (-4.7060, 1.3859, -1.2144)  -0.07
C (-3.6986, 0.6077, -1.7658)  -0.03
C (-0.1577, -4.1151, -4.3290)  -0.19
C (0.1957, -4.9020, -5.4081)  0.03
C (1.3867, -4.6394, -6.0705)  0.00
C (2.1790, -3.5885, -5.6416)  -0.01
C (1.7739, -2.8448, -4.5467)  -0.07
N (0.6354, -3.1004, -3.9010)  -0.06
H (-3.5270, -4.6978, -3.6575)  0.08
H (-2.4396, -5.9184, -4.3527)  0.10
H (-2.8280, -4.4660, -5.2716)  0.11
H (-4.9176, -2.4667, -1.0266)  0.11
H (-6.7096, -1.0750, -0.0316)  0.11
H (-6.5735, 1.3883, -0.1600)  0.11
H (-4.6637, 2.4640, -1.2987)  0.11
H (-2.8688, 1.0675, -2.2874)  0.11
H (-0.4545, -5.7036, -5.7280)  0.13
H (1.6859, -5.2444, -6.9153)  0.13
H (3.1055, -3.3427, -6.1398)  0.13
H (2.3661, -2.0262, -4.1603)  0.12
O (1.8007, -4.4425, -0.8572)  0.14
C (1.1691, -3.6060, -1.3084)  -0.30
N (-1.1525, 0.2728, 1.0701)  0.27
C (-0.3928, -0.1031, -0.1014)  -0.25
N (-0.6415, -1.5311, -0.2606)  0.05
C (-1.4776, -1.9047, 0.6496)  -0.14
C (-2.0749, -3.1904, 0.8843)  0.03
C (-2.9574, -3.2651, 1.8942)  0.01
C (-3.3078, -2.1064, 2.7109)  0.03
C (-2.7781, -0.8708, 2.5441)  0.04
C (-1.8324, -0.7497, 1.5004)  -0.09
H (-1.1765, 1.2329, 1.4289)  0.13
H (-0.7828, 0.4045, -0.9907)  0.17
H (-1.8135, -4.0291, 0.2565)  0.13
H (-3.4443, -4.2027, 2.1239)  0.13
H (-4.0396, -2.2592, 3.4945)  0.13
H (-3.0534, -0.0248, 3.1571)  0.14
O (1.5747, -0.7346, -1.8300)  -0.01
C (1.8412, -0.0313, -0.8659)  -0.39
O (0.9605, 0.1828, 0.1270)  0.09
C (3.1639, 0.6124, -0.6378)  -0.12
C (3.1440, 2.0891, -0.2226)  -0.22
Ge (2.3696, 2.5631, 1.5418)  1.02
C (2.6288, 1.0171, 2.7049)  -0.28
C (1.5969, 0.3732, 3.3862)  -0.12
C (1.8441, -0.7432, 4.1740)  -0.08
C (3.1354, -1.2385, 4.2923)  -0.07
C (4.1772, -0.6068, 3.6288)  -0.06
C (3.9231, 0.5114, 2.8451)  -0.12
C (0.4600, 2.9785, 1.3256)  -0.28
C (-0.3490, 3.1510, 2.4542)  -0.11
C (-1.7113, 3.4113, 2.3302)  -0.08
C (-2.2866, 3.5283, 1.0690)  -0.08
C (-1.4912, 3.4021, -0.0629)  -0.08
C (-0.1340, 3.1265, 0.0700)  -0.12
C (3.2583, 4.1364, 2.2312)  -0.29
C (4.0564, 4.0778, 3.3721)  -0.10
C (4.6968, 5.2173, 3.8408)  -0.07
C (4.5444, 6.4232, 3.1730)  -0.07
C (3.7475, 6.4946, 2.0381)  -0.07
C (3.1064, 5.3572, 1.5719)  -0.11
H (3.7407, 0.4506, -1.5478)  0.14
H (3.6316, 0.0129, 0.1541)  0.13
H (2.7029, 2.7022, -1.0115)  0.08
H (4.1857, 2.4097, -0.1610)  0.09
H (0.5834, 0.7555, 3.3255)  0.07
H (1.0334, -1.2171, 4.7139)  0.10
H (3.3318, -2.1031, 4.9121)  0.11
H (5.1890, -0.9771, 3.7301)  0.11
H (4.7565, 1.0017, 2.3500)  0.11
H (0.0862, 3.0944, 3.4461)  0.12
H (-2.3173, 3.5479, 3.2171)  0.12
H (-3.3424, 3.7452, 0.9736)  0.11
H (-1.9241, 3.5307, -1.0474)  0.11
H (0.4673, 3.0350, -0.8292)  0.10
H (4.1783, 3.1433, 3.9080)  0.09
H (5.3129, 5.1635, 4.7286)  0.11
H (5.0437, 7.3105, 3.5387)  0.11
H (3.6243, 7.4365, 1.5201)  0.11
H (2.4783, 5.4313, 0.6895)  0.10

Properties
LUMO energy: -8.228 eV
HOMO: -13.00 eV
E: -4402.68285 hartree
frontier orbital gap: 0.175 Ha
net charge: +2



[3]
The following is a DFT calculation (ωB97M-V/def2-TZVPD) of a molecular structure, C43H38AsN3OPdS.

Each line ends with the Löwdin charge.
Positions of all 88 atoms, in Å:
Pd (-0.0284, 0.2948, 0.1955)  0.67
C (0.3742, 0.3568, 4.4412)  -0.10
C (-0.3277, -0.7635, 4.8697)  -0.10
C (-0.8965, -1.5925, 3.9225)  -0.06
C (-0.7813, -1.3160, 2.5530)  -0.19
C (-0.0769, -0.1786, 2.1047)  -0.24
C (0.4965, 0.6301, 3.0926)  -0.12
C (-1.4141, -2.2350, 1.5598)  -0.22
C (-2.1529, -3.4013, 1.9495)  -0.01
C (-2.7556, -4.1600, 0.9933)  -0.01
C (-2.6314, -3.8132, -0.3825)  -0.17
C (-3.2317, -4.5405, -1.4397)  -0.04
C (-3.0251, -4.1622, -2.7384)  -0.09
C (-2.2032, -3.0488, -3.0348)  -0.08
C (-1.6243, -2.3218, -2.0340)  -0.01
C (-1.8495, -2.6901, -0.6822)  -0.23
N (-1.2823, -1.9232, 0.2864)  0.14
H (0.8323, 1.0155, 5.1688)  0.10
H (-0.4210, -0.9911, 5.9228)  0.09
H (-1.4268, -2.4672, 4.2676)  0.09
H (1.0601, 1.5034, 2.7814)  0.09
H (-2.2362, -3.6773, 2.9873)  0.10
H (-3.3260, -5.0394, 1.2687)  0.12
H (-3.8392, -5.4044, -1.2030)  0.11
H (-3.4775, -4.7213, -3.5473)  0.10
H (-2.0327, -2.7766, -4.0692)  0.10
H (-0.9947, -1.4583, -2.2228)  0.08
S (-1.7972, 2.1039, 0.4498)  0.66
C (-3.0401, 0.9462, 0.3627)  -0.81
N (-3.5771, 0.5848, -0.8105)  0.03
C (-4.6638, -0.3693, -0.9735)  -0.16
C (-5.4804, -0.4134, 0.3068)  -0.15
C (-4.5393, -0.6546, 1.4758)  -0.16
N (-3.5269, 0.3856, 1.4753)  0.03
H (-3.1272, 0.9985, -1.6128)  0.12
H (-4.2703, -1.3621, -1.2028)  0.11
H (-5.2730, -0.0503, -1.8210)  0.12
H (-6.2280, -1.2031, 0.2497)  0.12
H (-5.9975, 0.5390, 0.4480)  0.12
H (-4.0742, -1.6415, 1.3908)  0.10
H (-5.0670, -0.6138, 2.4292)  0.13
H (-3.0246, 0.6140, 2.3197)  0.13
C (4.5364, -1.3464, 0.0053)  -0.13
C (3.4638, -2.2059, -0.1955)  -0.11
C (2.1619, -1.7356, -0.0800)  -0.13
C (1.8752, -0.4053, 0.2412)  -0.25
C (2.9723, 0.4271, 0.4718)  -0.15
C (4.2795, -0.0245, 0.3440)  -0.12
H (5.5538, -1.7045, -0.0834)  0.09
H (3.6405, -3.2456, -0.4432)  0.10
H (1.3414, -2.4252, -0.2496)  0.08
H (2.8073, 1.4660, 0.7526)  0.08
H (5.1032, 0.6576, 0.5180)  0.10
O (-0.0212, 0.5592, -1.9915)  -0.56
As (0.9185, 1.6101, -2.8655)  1.22
C (-0.1930, 2.4887, -4.1541)  -0.31
C (0.1982, 3.6832, -4.7466)  -0.09
C (-0.6315, 4.2918, -5.6760)  -0.08
C (-1.8459, 3.7048, -6.0074)  -0.08
C (-2.2336, 2.5123, -5.4139)  -0.08
C (-1.4081, 1.9002, -4.4829)  -0.09
C (2.3020, 0.7058, -3.8243)  -0.29
C (2.3978, 0.7838, -5.2087)  -0.09
C (3.3952, 0.0766, -5.8660)  -0.08
C (4.2834, -0.7022, -5.1394)  -0.08
C (4.1830, -0.7791, -3.7572)  -0.06
C (3.1901, -0.0782, -3.0909)  -0.07
C (1.7450, 2.9738, -1.8159)  -0.31
C (3.1142, 3.1994, -1.8817)  -0.09
C (3.6902, 4.1541, -1.0547)  -0.08
C (2.9012, 4.8630, -0.1629)  -0.08
C (1.5322, 4.6357, -0.1008)  -0.07
C (0.9475, 3.6924, -0.9297)  -0.11
H (1.1392, 4.1487, -4.4758)  0.11
H (-0.3348, 5.2250, -6.1348)  0.11
H (-2.4937, 4.1830, -6.7286)  0.10
H (-3.1816, 2.0610, -5.6756)  0.10
H (-1.6898, 0.9672, -4.0058)  0.10
H (1.6996, 1.3888, -5.7752)  0.10
H (3.4747, 0.1313, -6.9435)  0.10
H (5.0579, -1.2556, -5.6541)  0.10
H (4.8714, -1.3890, -3.1873)  0.11
H (3.1051, -0.1535, -2.0129)  0.07
H (3.7338, 2.6264, -2.5602)  0.10
H (4.7570, 4.3302, -1.0979)  0.10
H (3.3546, 5.5955, 0.4915)  0.10
H (0.9199, 5.1872, 0.5992)  0.11
H (-0.1180, 3.4974, -0.8701)  0.03

Properties
LUMO energy: 0.373 eV
HOMO: -6.49 eV
E: -4662.74788 hartree
frontier orbital gap: 0.252 Ha